No. 1
{
  "formula": "C4H7N3O",
  "method": "ωB97M-V with the def2-TZVPD basis set",
  "smiles": "[H]/N=c1/o[nH]cc1CN",
  "homo_lumo_gap_ha": 0.3475,
  "energy_ha": -396.02248,
  "homo_energy_ev": -8.867,
  "multiplicity": 1,
  "fmax_ha_per_bohr": 0.10442,
  "elements": ["H", "N", "C", "O", "N", "C", "C", "C", "N", "H", "H", "H", "H", "H", "H"],
  "coordinates": [[-0.006569, 2.419923, 0.101855], [-0.983893, 2.193954, 0.022348], [-1.093016, 0.954042, -0.073250], [-2.318175, 0.429958, -0.234901], [-2.050019, -0.988498, -0.371070], [-0.786919, -1.258506, 0.042446], [-0.144155, -0.136817, 0.139993], [1.292643, -0.109361, 0.493677], [2.256899, 0.048384, -0.627525], [-2.729775, -1.425064, 0.349900], [-0.554940, -2.276370, 0.211302], [1.538947, -1.078972, 0.973700], [1.712931, 0.652117, 1.288497], [1.740414, -0.466570, -1.368240], [2.125620, 1.041786, -0.948725]],
  "atomic_forces_ev_per_a": [[0.368, 0.334, 0.216], [0.144, 1.081, -0.384], [0.721, 0.375, 0.826], [0.337, -2.014, -0.540], [-4.964, -1.412, 1.484], [-0.851, -0.028, -0.388], [2.368, 1.435, 0.797], [2.718, 0.962, 2.122], [-1.970, 0.814, -1.187], [0.982, 0.784, -1.808], [0.504, -0.726, 0.093], [-0.242, 0.377, -0.291], [-1.625, -1.110, -1.283], [1.030, 0.258, 0.059], [0.477, -1.131, 0.284]]
}

=====

No. 2
{
  "formula": "C4H7N3O",
  "method": "ωB97M-V with the def2-TZVPD basis set",
  "smiles": "[H]/N=c1/[nH]cc(OC)[nH]1",
  "homo_lumo_gap_ha": 0.2932,
  "energy_ha": -395.96453,
  "homo_energy_ev": -7.258,
  "multiplicity": 1,
  "fmax_ha_per_bohr": 0.14009,
  "elements": ["H", "N", "C", "N", "C", "C", "O", "C", "N", "H", "H", "H", "H", "H", "H"],
  "coordinates": [[2.099095, -2.068916, 0.035102], [2.520381, -1.068638, -0.077306], [1.388468, -0.431181, -0.092358], [1.503829, 0.982089, 0.311026], [0.335448, 1.570737, -0.018409], [-0.618174, 0.490026, -0.275230], [-1.923446, 0.227554, -0.577509], [-2.544279, -0.585014, 0.403633], [-0.007326, -0.794492, 0.071999], [2.568987, 1.303991, 0.454466], [0.169395, 2.600675, 0.167770], [-3.493474, -0.863896, 0.158086], [-2.090487, -1.413477, 0.756962], [-3.081975, 0.187633, 1.338764], [-0.270929, -1.666565, -0.536931]],
  "atomic_forces_ev_per_a": [[1.810, 1.361, -0.589], [-3.532, -2.597, -0.269], [2.362, 1.453, 4.023], [3.506, -2.851, -0.786], [-4.753, -2.849, -0.738], [1.905, 0.821, 1.322], [-0.257, 0.887, 0.202], [-2.836, 6.060, 2.669], [3.133, 0.307, -3.042], [-3.771, -0.561, -0.870], [-0.453, 0.624, -0.329], [-2.351, -0.922, -2.187], [2.168, -2.111, 1.285], [2.527, -2.073, -1.941], [0.542, 2.450, 1.249]]
}